Below is an isolated molecule of CFN5O2, with properties calculated with ωB97M-V with the def2-TZVPD basis set.

CARTESIAN COORDINATES (ANGSTROEM)
O 1.941 -0.942 -0.148
N 1.280 -0.022 -0.376
O 1.334 0.936 -1.049
C -0.174 -0.093 0.655
F 0.461 -0.309 1.829
N -0.686 -1.071 -0.168
N -1.591 -0.466 -0.834
N -1.697 0.895 -0.405
N -0.869 1.073 0.496

Results
structure (SMILES) = O=[N+]([O-])C1(F)N=NN=N1
E_HOMO = -11.437 eV
net charge = 0
gap between HOMO and LUMO = 8.69 eV
energy above the lowest of the compared OMol25 structures with the same formula, charge and spin = 103.98 kJ/mol
largest force on an atom = 0.070 Eh/bohr

Below is a structure of composition C43H57AsFN5O5S2Si3TeTi, with properties calculated with ωB97M-V with the def2-TZVPD basis set.

CARTESIAN COORDINATES (ANGSTROEM)
Ti -0.138 -0.904 0.364
C 1.306 -4.619 -0.914
C 1.111 -3.577 0.157
N -0.125 -2.942 0.267
N -0.715 -3.328 1.442
C -1.507 -2.621 2.145
S -1.990 -0.980 1.936
S -2.156 -3.520 3.558
C -0.549 -4.078 4.259
C -0.139 -3.142 5.347
C 0.001 -1.782 5.087
C 0.306 -0.899 6.107
C 0.485 -1.368 7.399
C 0.352 -2.720 7.667
C 0.036 -3.600 6.646
C 2.029 -3.396 1.226
C 2.977 -4.331 1.685
C 3.764 -4.085 2.789
C 3.664 -2.882 3.476
C 2.815 -1.895 2.999
C 2.023 -2.111 1.879
O 1.324 -1.114 1.342
H 0.339 -4.979 -1.260
H 1.869 -4.245 -1.775
H 1.858 -5.464 -0.506
H -0.686 -5.099 4.616
H 0.142 -4.079 3.412
H -0.155 -1.402 4.086
H 0.394 0.155 5.883
H 0.722 -0.681 8.199
H 0.485 -3.101 8.672
H -0.091 -4.654 6.854
H 3.069 -5.282 1.177
H 4.458 -4.844 3.130
H 4.261 -2.710 4.363
H 2.757 -0.929 3.483
N -1.476 2.323 -0.653
C -1.670 3.657 -0.901
C -2.643 4.078 -1.815
C -2.768 5.412 -2.141
C -1.926 6.358 -1.576
C -0.968 5.953 -0.659
C -0.840 4.622 -0.320
H -1.086 2.096 0.266
H -2.251 1.728 -0.935
H -3.296 3.344 -2.266
H -3.541 5.726 -2.829
H -2.016 7.401 -1.849
H -0.332 6.691 -0.188
H -0.107 4.309 0.409
Te 0.562 1.356 2.229
C -0.219 3.218 2.976
C -1.467 3.298 3.581
C -1.946 4.486 4.098
C -1.186 5.642 4.013
C 0.053 5.588 3.398
C 0.525 4.391 2.894
H -2.075 2.405 3.640
H -2.920 4.519 4.571
H -1.557 6.572 4.429
H 0.657 6.486 3.306
H 1.494 4.352 2.414
F -5.509 -2.208 -5.331
C -5.675 -2.230 -3.975
C -4.564 -2.066 -3.185
N -4.654 -2.141 -1.808
C -3.459 -2.023 -1.009
C -2.722 -0.686 -1.235
O -3.323 0.277 -1.691
O -1.480 -0.680 -0.938
C -5.866 -2.306 -1.188
O -6.009 -2.366 0.017
N -6.940 -2.449 -2.034
C -6.972 -2.460 -3.451
O -8.040 -2.664 -4.028
H -3.590 -1.883 -3.603
H -2.765 -2.850 -1.208
H -3.764 -2.064 0.043
H -7.827 -2.591 -1.571
C 0.157 3.348 -3.531
Si 1.729 2.524 -2.779
C 2.922 2.655 -4.318
C 2.522 3.661 -1.434
As 1.140 0.559 -1.452
Si 0.381 -0.687 -3.311
C -0.188 -2.487 -2.996
C -1.093 0.202 -4.163
C 1.692 -0.836 -4.730
Si 3.395 -0.166 -1.148
C 3.994 0.378 0.593
C 3.781 -2.031 -1.382
C 4.744 0.627 -2.282
H 0.072 4.391 -3.242
H -0.734 2.844 -3.181
H 0.157 3.306 -4.617
H 2.756 3.606 -4.816
H 2.733 1.870 -5.042
H 3.968 2.606 -4.043
H 3.422 4.165 -1.774
H 2.780 3.049 -0.568
H 1.821 4.420 -1.104
H -0.232 -2.691 -1.928
H 0.476 -3.218 -3.452
H -1.183 -2.658 -3.394
H -1.822 0.544 -3.433
H -1.608 -0.472 -4.846
H -0.770 1.066 -4.736
H 2.709 -0.792 -4.351
H 1.572 -0.027 -5.442
H 1.577 -1.767 -5.275
H 3.213 0.936 1.114
H 4.877 1.010 0.544
H 4.230 -0.478 1.218
H 3.437 -2.604 -0.528
H 4.852 -2.191 -1.478
H 3.310 -2.431 -2.277
H 4.778 1.701 -2.153
H 4.579 0.422 -3.334
H 5.720 0.231 -2.021

Results
E_HOMO (spin up / spin down) = -0.640 / -0.642 eV
net charge = -2
gap between HOMO and LUMO (spin up / spin down) = 4.45 / 4.45 eV
energy above the lowest of the compared OMol25 structures with the same formula, charge and spin = 307.69 kJ/mol
largest force on an atom = 0.049 Eh/bohr

Below is a cluster of 2 separate species, C2HNO3 in total, with properties calculated with ωB97M-V with the def2-TZVPD basis set.

CARTESIAN COORDINATES (ANGSTROEM)
C -1.162 0.471 0.183
C -0.604 -0.645 0.683
N 1.050 -0.651 -0.423
O 1.211 -1.406 -1.281
O 1.713 0.166 0.093
O -0.413 0.891 1.149
H -1.794 1.174 -0.404

Results
E_HOMO (spin up / spin down) = -9.564 / -9.565 eV
net charge = 0
gap between HOMO and LUMO (spin up / spin down) = 8.38 / 8.38 eV
energy above the lowest of the compared OMol25 structures with the same formula, charge and spin = 809.87 kJ/mol
largest force on an atom = 0.090 Eh/bohr